Entry from OMol25: a 2-piece molecular cluster, C14H14Br2ClIN2O3P overall in a non-equilibrium geometry (ωB97M-V with the def2-TZVPD basis set).

Last column: Löwdin charge in e.
CARTESIAN COORDINATES (ANGSTROEM)
C: -4.22031 2.95604 2.76920  -0.133
C: -2.89913 2.77064 1.76052  -0.311
C: -3.49348 2.41745 0.27437  -0.638
I: -2.92939 4.09275 -1.06877  0.689
C: -2.87970 1.00540 -0.37128  -0.147
N: -1.38922 0.97730 -0.57154  0.055
C: -0.88749 -0.29284 -1.19254  -0.161
C: 0.72400 -0.45223 -1.46875  -0.311
P: 1.85847 1.02370 -0.90002  0.610
O: 2.87295 1.53450 -2.22595  -0.433
Cl: 3.15189 0.13745 0.59176  0.034
C: 1.41384 -1.78352 -2.18722  -0.060
C: 0.39815 -2.98739 -2.64186  -0.085
C: -1.20265 -2.83369 -2.32400  -0.003
C: -1.90045 -1.50056 -1.59259  -0.141
N: -3.38754 -1.57205 -1.38810  0.106
C: -3.81111 -0.27020 -0.76570  -0.013
C: -5.44585 -0.12381 -0.44260  -0.429
O: -5.90849 -0.53704 0.77016  -0.169
O: -6.41543 0.39681 -1.43223  -0.266
H: -3.84555 3.09506 3.87227  0.075
H: -4.86469 3.84222 2.35700  0.080
H: -4.85973 1.96871 2.60649  0.091
H: -2.30066 3.79825 1.66158  0.065
H: -2.18787 1.89756 2.11103  0.114
H: -4.66137 2.43682 0.32132  0.087
H: 2.87570 2.54860 -2.16451  0.056
H: 2.56357 -1.86086 -2.39232  0.082
H: 0.82921 -3.95913 -3.16976  0.082
H: -1.90602 -3.72008 -2.65281  0.088
Br: 5.75797 -0.57260 2.94754  0.589
C: 6.66755 -2.12373 2.19277  -0.696
C: 7.26375 -1.80454 0.84186  -0.699
Br: 5.89212 -1.76863 -0.54438  0.581
H: 5.93861 -2.93874 2.16416  0.055
H: 7.45338 -2.37039 2.91259  0.053
H: 7.96004 -2.58888 0.53216  0.053
H: 7.77493 -0.83830 0.81016  0.052

Atoms 1-6, force components in eV/Å:
C 0.7 -0.9 -1.2
C -0.4 0.4 0.0
C 0.2 -1.4 0.3
I -0.4 -0.8 0.4
C 2.9 -1.8 -1.2
N -4.6 -3.7 -1.0

LUMO: 0.97 eV
HOMO level: -4.9191 eV
total charge: -1
multiplicity: 1
ΔE to the lowest compared entry with this formula, charge and spin: 1170.0 kJ/mol
total energy: -193853.9825 eV

Entry from OMol25: one molecule with the formula C14H14ClN3O3S in a non-equilibrium geometry (ωB97M-V with the def2-TZVPD basis set).

Last column: Löwdin charge in e.
CARTESIAN COORDINATES (ANGSTROEM)
C: -3.43518 0.24200 1.67695  -0.050
N: -2.95571 -0.33592 0.31673  -0.250
S: -2.52720 0.80187 -0.93909  0.786
O: -3.53377 1.78677 -0.88180  -0.250
O: -2.60336 -0.26742 -2.25296  -0.399
C: -1.07312 1.22757 -0.54766  -0.452
C: -0.81403 1.89680 0.71652  0.069
C: 0.55523 2.45604 0.66110  -0.078
C: 1.50552 2.17198 -0.24862  -0.609
C: 1.29526 1.42662 -1.33711  -0.098
C: -0.10157 1.24806 -1.52299  -0.054
H: -0.41995 0.60452 -2.53598  0.182
H: 2.05016 1.08957 -2.16684  0.166
Cl: 3.20448 2.71706 0.18189  0.609
H: 0.81936 2.95595 1.55607  0.094
H: -1.57550 2.22258 1.38149  0.107
C: -2.35939 -1.74562 0.38065  -0.014
H: -2.51495 -2.05332 -0.59486  0.073
C: -0.83414 -1.25431 0.67163  -0.353
O: -0.67339 -0.83290 1.92757  -0.027
N: -0.08441 -1.70147 -0.31509  0.172
C: 1.22429 -1.39551 -0.07204  -0.299
N: 1.89861 -1.66872 -1.33853  0.136
C: 3.14437 -1.55895 -1.35363  -0.389
C: 4.01561 -0.96400 -0.75178  -0.098
C: 3.50934 -0.81800 0.70053  0.067
C: 2.07426 -1.20631 0.86622  -0.045
H: 1.60321 -0.64174 1.76492  0.138
H: 3.94014 -0.50880 1.64519  0.095
H: 5.11057 -1.03916 -0.59284  0.125
H: 3.62073 -1.75218 -2.54939  0.176
H: -0.40708 -2.06314 -1.24262  0.200
H: -2.84791 -2.20935 1.06847  0.055
H: -3.92952 1.09492 1.36342  0.028
H: -4.28626 -0.45279 2.05225  0.128
H: -2.59471 0.52732 2.31225  0.060

Atoms 1-6, force components in eV/Å:
C -0.1 -2.4 -2.0
N -1.0 0.9 1.0
S -7.7 -10.8 -4.4
O -0.3 1.8 0.1
O 1.3 4.7 5.1
C 5.6 4.4 2.4

LUMO: -0.71 eV
HOMO level: -8.9261 eV
multiplicity: 1
ΔE to the lowest compared entry with this formula, charge and spin: 1289.6 kJ/mol
SMILES: CN(CC(=O)Nc1ccccn1)S(=O)(=O)c1ccc(Cl)cc1
total energy: -48704.0826 eV

Entry from OMol25: C14H14F6N3O4RbS3Se2 as an isolated structure in a non-equilibrium geometry (ωB97M-V with the def2-TZVPD basis set).

Last column: Löwdin charge in e.
CARTESIAN COORDINATES (ANGSTROEM)
Rb: -0.53593 0.09403 -0.26465  0.979
F: 2.40027 3.01244 -1.96120  0.143
C: 1.08395 2.84332 -1.92686  -0.682
F: 0.51888 3.68710 -2.77570  0.161
F: 0.79431 1.58445 -2.32259  0.042
S: 0.48532 3.12478 -0.18938  0.557
O: 1.03843 2.03535 0.59288  -0.444
O: 0.88345 4.45338 0.13088  -0.238
N: -1.05764 2.90809 -0.50228  -0.370
S: -2.17795 2.74477 0.60073  0.557
O: -2.37564 1.35343 0.95387  -0.466
O: -2.14717 3.70395 1.65402  -0.243
C: -3.64432 3.21972 -0.41940  -0.662
F: -3.64318 4.52593 -0.65180  0.158
F: -4.75566 2.89833 0.25462  0.135
F: -3.66697 2.57522 -1.59510  0.122
Se: -0.31636 -3.89156 -1.52264  0.687
Se: -2.11406 -4.04669 -0.05133  0.692
C: -3.10463 -2.45728 -0.50829  -0.692
C: -4.20212 -2.17886 0.31034  -0.107
C: -4.99631 -1.09777 -0.01258  -0.045
C: -4.67215 -0.33378 -1.12925  -0.061
C: -3.54854 -0.68293 -1.85405  -0.156
N: -2.77159 -1.72784 -1.54894  -0.017
C: 1.08278 -3.47859 -0.25977  -0.688
C: 2.26913 -4.19477 -0.40453  -0.109
C: 3.30038 -3.94078 0.48326  -0.058
C: 3.09666 -3.00295 1.48620  -0.071
C: 1.88485 -2.33616 1.52483  -0.168
N: 0.89305 -2.54812 0.66160  -0.012
H: -4.41744 -2.78608 1.17934  0.103
H: -5.85006 -0.83780 0.59880  0.118
H: -5.26002 0.52328 -1.42162  0.105
H: -3.24568 -0.09868 -2.71673  0.118
H: 2.36306 -4.94628 -1.17541  0.098
H: 4.23535 -4.47905 0.40398  0.112
H: 3.85677 -2.77510 2.21943  0.109
H: 1.70636 -1.57804 2.28076  0.118
C: 4.16373 0.65484 0.68128  -0.394
S: 3.30893 -0.11471 -0.69344  0.757
C: 4.64259 -0.25028 -1.88156  -0.407
H: 4.92528 0.00491 1.11299  0.037
H: 3.41403 0.87479 1.44042  0.027
H: 4.61913 1.60122 0.38841  0.046
H: 5.09622 0.72027 -2.08465  0.040
H: 4.22171 -0.62346 -2.81402  0.033
H: 5.41880 -0.94424 -1.55828  0.035

Atoms 1-6, force components in eV/Å:
Rb 0.4 -1.9 -0.5
F 0.0 -0.1 0.0
C -0.1 0.0 0.2
F 0.0 0.0 0.0
F 0.1 0.2 -0.1
S -0.2 0.2 -0.1

LUMO: -0.34 eV
HOMO level: -8.6704 eV
multiplicity: 1
ΔE to the lowest compared entry with this formula, charge and spin: 4.3 kJ/mol
total energy: -207564.4103 eV

Entry from OMol25: C14H14FLaN as an isolated structure in a non-equilibrium geometry (ωB97M-V with the def2-TZVPD basis set).

Last column: Löwdin charge in e.
CARTESIAN COORDINATES (ANGSTROEM)
C: 0.07957 -1.44894 -1.94842  -0.246
C: -1.25132 -1.57731 -1.43151  -0.230
C: -1.18532 -2.32186 -0.21582  -0.233
C: 0.18484 -2.65424 0.03058  -0.257
C: 0.96837 -2.12834 -1.04732  -0.284
La: 0.31745 0.04555 0.30777  1.733
C: -1.35655 2.54222 -1.53414  -0.261
C: -0.60854 3.05039 -2.50280  -0.341
C: 0.46182 3.06685 -3.32043  -0.185
N: 2.41874 0.30731 0.38796  -0.311
H: -2.04046 -2.70232 0.34501  0.092
H: -2.16383 -1.28435 -1.94937  0.095
H: 0.55001 -3.27555 0.84778  0.097
H: 2.05014 -2.19896 -1.14360  0.088
H: 0.35438 -0.96997 -2.88720  0.101
H: -2.35438 2.11439 -1.81457  0.017
H: 2.45487 1.18835 -0.22483  -0.073
H: -1.03586 2.56834 -0.46206  -0.043
H: 0.48895 3.31211 -4.42084  0.006
H: 1.40901 2.69536 -2.85503  -0.003
F: 1.00365 -0.17985 6.92614  -0.002
C: 0.83327 -0.15158 5.56047  -0.293
C: 1.95571 -0.25101 4.74974  -0.033
C: 1.75944 -0.22392 3.34584  -0.179
C: 0.47942 -0.10889 2.85002  -0.361
C: -0.63814 0.00024 3.65278  -0.173
C: -0.45872 -0.02586 5.05685  -0.045
H: 2.95069 -0.34113 5.18123  0.101
H: 2.62958 -0.27634 2.68210  0.048
H: -1.64356 0.10210 3.23206  0.076
H: -1.30515 0.05373 5.73200  0.098

Atoms 1-6, force components in eV/Å:
C -0.3 -1.0 0.5
C 0.7 -0.6 -0.1
C 0.5 -0.1 -0.5
C -0.2 -0.1 -0.7
C -0.8 -0.4 -0.3
La -2.8 1.4 -0.1

LUMO (alpha / beta): 2.66 / 1.79 eV
HOMO level (alpha / beta): -3.3317 / -1.8140 eV
total charge: -1
multiplicity: 1
ΔE to the lowest compared entry with this formula, charge and spin: 406.3 kJ/mol
total energy: -19805.9223 eV

Entry from OMol25: C14H14IIrN2O9P2Te4 as an isolated structure in a non-equilibrium geometry (ωB97M-V with the def2-TZVPD basis set).

Last column: Löwdin charge in e.
CARTESIAN COORDINATES (ANGSTROEM)
Ir: 1.55662 0.32007 -0.05860  0.928
C: 0.94433 -0.59170 4.40916  -0.024
C: -0.27244 -0.59513 3.53890  -0.288
N: -1.38604 -1.11036 3.98051  0.125
C: -2.48632 -1.10534 3.18292  -0.123
C: -2.51710 -0.56646 1.93069  -0.195
C: -3.82509 -0.48935 1.17940  -0.223
O: -3.76776 -0.97580 -0.15436  -0.146
C: -1.30759 -0.03237 1.40541  -0.149
C: -1.27753 0.60110 0.13417  -0.112
N: -0.21818 1.24528 -0.29715  -0.113
C: -0.37078 2.25072 -1.29211  -0.282
C: -1.61996 2.60887 -1.81235  -0.015
C: -1.74355 3.56336 -2.80535  -0.082
C: -0.62666 4.22641 -3.28692  -0.095
C: 0.60600 3.95837 -2.71832  -0.160
C: 0.72884 3.00352 -1.72041  -0.604
I: 2.58603 2.80174 -0.80262  1.175
C: -0.14790 -0.04743 2.21214  -0.357
O: 1.00899 0.42737 1.88159  -0.230
H: 0.71075 -1.07443 5.35544  0.076
H: 1.29126 0.42866 4.58419  0.083
H: 1.76343 -1.11556 3.91112  0.076
H: -3.36924 -1.57557 3.60052  0.109
H: -4.14756 0.55551 1.11047  0.124
H: -4.57618 -1.02762 1.76237  0.109
H: -4.12496 -1.87616 -0.16221  -0.027
H: -2.20189 0.63468 -0.42979  0.104
H: -2.52091 2.14635 -1.43954  0.105
H: -2.72709 3.79689 -3.19161  0.104
H: -0.71311 4.96108 -4.07609  0.101
H: 1.48481 4.50099 -3.04004  0.088
O: 2.15203 -2.37547 -3.72105  -0.172
P: 2.76856 -1.23412 -2.77690  0.188
O: 3.90516 -0.59672 -3.45239  -0.278
O: 1.56618 -0.41998 -2.25669  -0.590
O: 3.26842 -2.22808 -1.50750  -0.347
P: 3.85121 -1.49046 -0.21336  0.100
O: 5.28331 -2.18538 -0.08085  -0.099
O: 3.87714 -0.04688 -0.60275  -0.454
O: 3.10648 -1.68582 1.11517  -0.615
H: 2.74222 -2.43938 -4.48138  0.076
H: 5.94610 -1.55628 0.22270  0.083
Te: -1.76111 -3.82795 0.49431  -0.019
Te: -4.32684 -4.58424 0.90876  -0.097
Te: 1.11535 -2.94117 0.81386  0.635
Te: -0.22742 -2.23577 -1.35346  0.505

Atoms 1-6, force components in eV/Å:
Ir -0.5 -0.9 -1.3
C 0.0 -0.1 0.0
C 0.0 0.1 0.0
N -0.1 0.0 -0.1
C 0.0 0.0 0.2
C 0.1 -0.1 -0.1

LUMO (alpha / beta): 0.40 / 0.43 eV
HOMO level (alpha / beta): -3.8932 / -3.8275 eV
total charge: -1
multiplicity: 2
ΔE to the lowest compared entry with this formula, charge and spin: 516.2 kJ/mol
total energy: -94849.3219 eV
⟨S²⟩: 0.768

Entry from OMol25: C14H14N2O3SZn as an isolated structure in a non-equilibrium geometry (ωB97M-V with the def2-TZVPD basis set).

Last column: Löwdin charge in e.
CARTESIAN COORDINATES (ANGSTROEM)
C: -2.92849 -0.70028 -2.49137  -0.214
C: -3.72306 -0.39203 -1.35164  -0.253
C: -3.23929 -1.15406 -0.25344  -0.238
C: -2.15551 -1.95195 -0.72476  -0.240
C: -1.96001 -1.66043 -2.10153  -0.214
Zn: -1.38489 0.38769 -0.65035  0.526
N: -0.39732 1.23893 -2.07634  -0.199
C: -1.07846 2.38830 -1.29267  -0.533
C: -2.40206 2.15488 -0.52483  -0.254
H: -3.71709 -1.25072 0.71836  0.065
H: -4.59401 0.26038 -1.34731  0.066
H: -1.69759 -2.77541 -0.18194  0.064
H: -1.27651 -2.17942 -2.76738  0.073
H: -3.09483 -0.32881 -3.50197  0.067
H: -3.36632 2.37161 -1.02129  -0.001
H: -1.33030 3.15430 -2.06774  0.042
H: 0.49278 1.10800 -2.71105  -0.004
H: -2.49976 2.25996 0.58284  -0.008
H: -0.44468 2.91773 -0.52327  0.050
O: 0.09283 1.74164 1.52243  0.019
C: 0.64266 0.67743 1.19262  -0.470
N: 0.20364 -0.30685 0.32843  -0.123
S: 1.21042 -1.55883 0.06660  0.628
O: 0.63943 -2.78418 0.59489  -0.330
O: 1.61203 -1.58644 -1.31948  -0.310
C: 2.46955 -0.89069 1.12021  -0.212
C: 3.72898 -1.45644 1.40519  -0.041
C: 4.53234 -0.75007 2.30065  -0.109
C: 4.09969 0.45414 2.86981  -0.099
C: 2.85322 0.98530 2.55312  -0.009
C: 2.01997 0.29507 1.65316  -0.123
H: 4.00851 -2.40125 0.93194  0.114
H: 5.49192 -1.15029 2.55201  0.079
H: 4.73709 0.97797 3.55864  0.083
H: 2.45513 1.90480 2.95743  0.109

Atoms 1-6, force components in eV/Å:
C -0.9 -0.6 0.5
C -0.3 -1.2 -0.8
C -0.4 -0.5 -0.6
C -0.6 -0.3 -0.5
C -0.7 -0.4 0.1
Zn -1.0 -1.9 -0.3

LUMO: 4.63 eV
HOMO level: 1.0509 eV
total charge: -2
multiplicity: 1
ΔE to the lowest compared entry with this formula, charge and spin: 205.8 kJ/mol
total energy: -83115.8308 eV